{
  "formula": "C6H21BN3O8P3",
  "method": "wB97M-V/def2-TZVPD",
  "species": ["P", "P", "P", "O", "O", "O", "O", "O", "O", "O", "O", "N", "N", "N", "C", "C", "C", "C", "C", "C", "B", "H", "H", "H", "H", "H", "H", "H", "H", "H", "H", "H", "H", "H", "H", "H", "H", "H", "H", "H", "H", "H"],
  "coordinates": [[-0.651, 0.064, -1.542], [-1.907, 3.048, -0.867], [-3.894, 0.556, -1.881], [-4.545, 1.430, -2.858], [0.832, -3.212, 0.504], [-4.611, 0.429, -0.452], [0.510, 0.702, -0.608], [-0.077, 0.220, -3.028], [-2.079, 3.948, -2.037], [-1.095, 2.794, 2.774], [-3.782, -0.944, -2.422], [1.135, 2.750, 2.540], [1.018, -5.145, -0.606], [-1.071, -1.364, -1.096], [2.955, -3.648, -0.519], [1.674, -6.166, -1.400], [2.479, 3.295, 2.519], [-0.033, 3.395, 2.800], [1.523, -3.972, -0.162], [0.042, 4.872, 3.110], [-2.158, 1.216, -1.441], [2.928, 3.165, 1.533], [1.689, -7.116, -0.862], [3.204, -2.683, -0.089], [2.460, 4.354, 2.752], [1.014, 1.771, 2.337], [0.852, -0.008, -0.047], [-0.966, 5.231, 3.288], [-3.656, -1.567, -1.696], [1.147, -6.312, -2.343], [3.084, -3.600, -1.601], [-2.808, 3.276, 0.188], [0.646, 5.054, 3.999], [-0.627, 3.149, -0.296], [-5.523, 0.134, -0.585], [3.637, -4.398, -0.118], [0.056, -5.294, -0.340], [0.856, -0.030, -3.045], [2.697, -5.879, -1.618], [0.473, 5.424, 2.273], [3.108, 2.790, 3.254], [-0.537, -1.732, -0.312]],
  "de_lowest_kj_mol": 24.9,
  "spin_multiplicity": 1,
  "homo_energy_ev": -9.395,
  "smiles": "N=P(O)(O)B([PH2]=O)P(=O)(O)O.CNC(C)=O.CNC(C)=O"
}


{
  "formula": "C6H21CrN5O5S",
  "method": "wB97M-V/def2-TZVPD",
  "species": ["Cr", "S", "O", "O", "O", "O", "O", "N", "N", "N", "N", "N", "C", "C", "C", "C", "C", "C", "H", "H", "H", "H", "H", "H", "H", "H", "H", "H", "H", "H", "H", "H", "H", "H", "H", "H", "H", "H", "H"],
  "coordinates": [[-0.195, -0.082, -0.265], [-0.274, -2.270, 0.599], [-2.636, -3.745, -1.440], [-3.713, -2.807, 2.073], [2.248, -0.088, -0.066], [0.367, 3.066, 0.063], [-0.081, -1.607, -2.654], [0.481, -0.862, 2.818], [0.314, 1.851, -0.704], [0.308, 0.455, 2.220], [0.050, -0.369, -2.071], [0.775, -3.140, 2.894], [0.378, -2.039, 2.179], [-2.001, 0.421, 0.178], [0.456, 1.961, -2.015], [0.743, 3.244, -2.695], [0.317, 0.750, -2.747], [0.483, 0.647, -4.201], [0.011, 0.120, 1.237], [1.153, 4.029, -2.052], [-2.442, -2.788, -1.438], [-1.878, 1.272, 0.861], [-0.611, -2.164, -2.019], [-3.048, -3.866, -0.535], [-0.679, 0.859, 2.522], [1.673, 0.725, 0.005], [1.700, -0.901, -0.234], [-0.168, 3.638, -3.166], [-1.946, 0.792, -0.866], [1.169, -3.072, 3.818], [1.550, 0.668, -4.468], [0.167, 2.797, 0.985], [0.018, 1.517, -4.675], [0.047, -0.243, -4.675], [1.469, 3.076, -3.499], [0.764, -0.704, 3.742], [-3.667, -1.847, 1.875], [0.699, -4.058, 2.516], [-3.048, 0.115, 0.285]],
  "de_lowest_kj_mol": 535.6,
  "charge": 1,
  "s2": 4.14,
  "spin_multiplicity": 4,
  "homo_energy_ev": [-8.773, -8.716]
}


{
  "formula": "C6H21N8NiO8",
  "method": "wB97M-V/def2-TZVPD",
  "species": ["Ni", "O", "O", "O", "O", "O", "O", "O", "O", "N", "N", "N", "N", "N", "N", "N", "N", "C", "C", "C", "C", "C", "C", "H", "H", "H", "H", "H", "H", "H", "H", "H", "H", "H", "H", "H", "H", "H", "H", "H", "H", "H", "H", "H"],
  "coordinates": [[-0.791, -2.557, -3.125], [-1.170, 1.439, -3.182], [1.923, 3.320, 1.688], [-0.198, -1.270, 2.708], [-1.434, 0.545, -0.447], [-2.752, -1.264, 0.093], [-3.488, 2.494, 3.669], [0.920, -1.656, -3.459], [-1.242, -1.362, -1.515], [2.208, -1.244, -1.656], [3.164, -1.376, -3.723], [1.179, 1.159, 1.709], [-1.591, 1.309, 3.438], [1.076, -3.102, 2.968], [-2.942, 1.692, 1.615], [-0.583, -3.080, 1.364], [0.821, 2.475, -0.122], [0.090, -2.404, 2.323], [2.047, -1.464, -2.997], [1.352, 2.402, 1.133], [-2.686, 1.809, 2.911], [0.091, 2.103, -3.223], [-1.753, -0.663, -0.623], [0.015, 3.019, -2.634], [-2.313, 1.163, 0.984], [-3.789, 2.046, 1.199], [-2.951, -0.673, 0.832], [0.855, 3.347, -0.611], [0.729, 0.479, 1.120], [1.511, -1.546, -0.999], [-1.274, -2.610, 0.793], [0.831, 1.371, -2.886], [1.727, 0.911, 2.509], [-1.248, 1.067, -2.291], [3.125, -1.118, -1.260], [-1.363, 1.389, 4.416], [-0.964, 0.686, 2.920], [0.344, 2.407, -4.237], [1.537, -3.891, 2.548], [4.053, -1.246, -3.276], [3.133, -1.372, -4.727], [0.300, 1.684, -0.464], [-0.120, -3.839, 0.890], [1.622, -2.575, 3.627]],
  "charge": 1,
  "s2": 2.01,
  "spin_multiplicity": 3,
  "homo_energy_ev": [-11.994, -11.366]
}


{
  "formula": "C6H21NO3",
  "method": "wB97M-V/def2-TZVPD",
  "species": ["O", "O", "O", "N", "C", "C", "C", "C", "C", "C", "H", "H", "H", "H", "H", "H", "H", "H", "H", "H", "H", "H", "H", "H", "H", "H", "H", "H", "H", "H", "H"],
  "coordinates": [[-0.038, -1.991, -3.238], [-0.423, 3.466, 1.879], [-0.522, -3.749, -0.839], [-0.395, 0.827, 0.453], [-0.207, -0.170, 2.752], [1.645, 1.863, -0.433], [1.024, 0.562, 0.062], [-0.880, -0.196, 1.375], [-1.227, 0.937, -0.738], [1.178, -0.600, -0.953], [-0.854, 1.704, -1.414], [-1.429, -0.001, -1.263], [-0.710, -2.655, -3.421], [1.566, 2.594, 0.376], [-0.582, -0.986, 3.364], [1.893, -1.286, -0.492], [-0.086, -1.987, -2.272], [1.585, 0.296, 0.954], [-1.021, 2.755, 1.621], [-1.213, -4.088, -0.242], [2.731, 1.786, -0.440], [-0.476, 0.754, 3.264], [0.327, -4.152, -0.585], [-0.920, -1.190, 0.906], [0.293, -1.228, -0.930], [0.404, 2.996, 2.009], [1.249, 2.335, -1.324], [-2.190, 1.325, -0.383], [1.380, -0.257, -1.960], [-1.941, 0.005, 1.587], [0.869, -0.177, 2.598]],
  "de_lowest_kj_mol": 0.0,
  "charge": -1,
  "s2": 0.75,
  "spin_multiplicity": 2,
  "homo_energy_ev": [0.557, -5.951]
}


{
  "formula": "C6H21NO5",
  "method": "wB97M-V/def2-TZVPD",
  "species": ["O", "O", "O", "O", "O", "N", "C", "C", "C", "C", "C", "C", "H", "H", "H", "H", "H", "H", "H", "H", "H", "H", "H", "H", "H", "H", "H", "H", "H", "H", "H", "H", "H"],
  "coordinates": [[-0.644, -3.481, 0.079], [-1.360, 3.129, 0.573], [0.809, -2.529, 2.123], [-2.351, 2.387, -1.778], [-0.373, 1.162, 2.147], [2.724, 0.831, 0.717], [-0.252, 0.019, -2.254], [1.290, 0.564, 0.535], [1.071, -0.765, -0.196], [0.551, 0.450, 1.876], [1.034, -0.596, -1.742], [-1.480, -0.850, -2.016], [1.901, 0.070, -2.013], [1.218, -1.533, -2.238], [-0.890, 2.397, 1.110], [0.280, -2.931, 1.428], [2.913, 1.717, 1.082], [0.133, -1.219, 0.168], [-2.078, 3.428, 1.178], [0.904, -0.327, 2.575], [-2.363, -0.333, -2.436], [3.221, 0.141, 1.226], [1.838, -1.440, 0.080], [-0.427, 1.055, -1.783], [-1.705, -1.030, -0.920], [-0.164, 0.217, -3.342], [-2.301, 3.139, -2.254], [-1.930, 2.549, -0.815], [0.910, 1.400, -0.097], [-1.624, -3.343, 0.136], [-0.354, -3.059, -0.751], [0.943, -3.167, 2.771], [-1.417, -1.817, -2.486]],
  "de_lowest_kj_mol": 219.1,
  "spin_multiplicity": 1,
  "homo_energy_ev": -9.237,
  "smiles": "CCCC[C@H](N)C=O.O.O.O.O"
}


{
  "formula": "C6H21O12Zn",
  "method": "wB97M-V/def2-TZVPD",
  "species": ["Zn", "O", "O", "O", "O", "O", "O", "O", "O", "O", "O", "O", "O", "C", "C", "C", "C", "C", "C", "H", "H", "H", "H", "H", "H", "H", "H", "H", "H", "H", "H", "H", "H", "H", "H", "H", "H", "H", "H", "H"],
  "coordinates": [[-4.702, 18.856, -5.005], [-2.186, 19.263, 1.757], [-3.885, 22.066, -0.659], [-4.130, 19.653, -3.084], [-3.665, 14.986, -2.548], [-9.063, 20.442, 1.969], [-6.559, 19.626, -4.661], [-9.724, 18.429, 2.536], [-4.857, 17.599, -3.229], [-6.939, 15.001, -2.740], [-4.160, 22.415, -3.688], [-7.298, 20.463, -2.255], [-9.395, 20.366, -1.581], [-8.378, 19.786, -1.967], [-8.846, 19.209, 2.073], [-4.514, 18.586, -2.518], [-7.497, 18.651, 1.662], [-8.377, 18.273, -2.047], [-4.671, 18.583, -1.039], [-2.305, 20.213, 1.646], [-6.827, 19.874, -3.697], [-6.790, 19.475, 1.598], [-3.858, 21.295, -1.233], [-4.175, 19.405, -0.530], [-6.699, 14.741, -3.633], [-7.156, 17.902, 2.381], [-8.847, 17.989, -3.000], [-9.136, 17.840, -1.397], [-3.215, 15.278, -1.750], [-4.618, 22.591, -0.992], [-7.270, 19.947, -5.224], [-4.944, 22.682, -3.197], [-3.943, 21.548, -3.323], [-6.413, 15.790, -2.566], [-4.278, 17.681, -0.561], [-1.868, 18.959, 0.901], [-7.674, 18.084, 0.745], [-3.746, 15.785, -3.084], [-7.370, 17.884, -1.944], [-5.718, 18.632, -0.738]],
  "charge": -1,
  "spin_multiplicity": 1,
  "homo_energy_ev": -3.660
}


{
  "formula": "C6H22BO11PdS2",
  "method": "wB97M-V/def2-TZVPD",
  "species": ["Pd", "S", "S", "O", "O", "O", "O", "O", "O", "O", "O", "O", "O", "O", "C", "C", "C", "C", "C", "C", "B", "H", "H", "H", "H", "H", "H", "H", "H", "H", "H", "H", "H", "H", "H", "H", "H", "H", "H", "H", "H", "H", "H"],
  "coordinates": [[13.587, 19.042, -20.516], [10.035, 19.469, -16.191], [9.671, 14.363, -20.739], [9.486, 13.997, -19.332], [17.359, 17.286, -18.061], [8.364, 15.072, -21.034], [15.296, 16.286, -23.773], [9.894, 13.145, -21.531], [9.970, 18.367, -15.281], [11.282, 19.441, -16.928], [9.003, 19.268, -17.170], [16.537, 23.047, -21.033], [10.718, 15.319, -20.789], [9.784, 20.758, -15.541], [17.351, 16.680, -16.736], [15.676, 13.978, -23.643], [17.414, 23.183, -22.148], [18.337, 15.567, -16.340], [16.300, 15.305, -24.044], [17.106, 24.441, -22.920], [11.232, 21.221, -22.908], [18.437, 23.290, -21.786], [10.981, 20.378, -23.532], [17.201, 25.343, -22.315], [15.415, 13.875, -22.590], [16.624, 23.695, -20.330], [10.913, 21.092, -21.885], [16.463, 15.318, -25.121], [18.298, 17.345, -18.250], [18.109, 15.187, -15.344], [16.393, 13.189, -23.872], [16.043, 24.342, -23.137], [14.433, 15.984, -24.066], [10.735, 22.109, -23.269], [12.290, 21.429, -22.885], [14.809, 13.698, -24.241], [17.417, 22.330, -22.826], [17.592, 24.476, -23.895], [19.325, 16.008, -16.473], [17.498, 17.486, -16.017], [16.372, 16.331, -16.409], [18.144, 14.866, -17.151], [17.294, 15.488, -23.635]],
  "de_lowest_kj_mol": 330.3,
  "charge": -3,
  "s2": 2.02,
  "spin_multiplicity": 3,
  "homo_energy_ev": 0.731
}